1.
The following is a DFT calculation (the ωB97M-V functional and the def2-TZVPD basis) of a structure of composition C25H44N2O3SSiW.

As for the multiplicity: 3. The total energy is -56286.054 eV. The energy relative to the best compared isomer or geometry (same formula, charge and spin) is 0.00 kcal per mole. The net charge is +2. Its expectation value of S² is 2.0311.

Geometry (Å):
C 0.291 0.989 2.577
C 0.994 1.764 1.640
H -0.656 1.415 2.755
H 0.891 0.944 3.534
H 0.168 -0.032 2.193
H 1.490 1.346 0.562
H 0.457 2.651 1.240
H 2.036 1.825 1.944
C -2.062 -2.529 0.035
C -2.540 -3.745 -0.396
C -2.039 -4.324 -1.555
C -1.097 -3.658 -2.323
H -2.326 -1.938 0.925
H -3.291 -4.209 0.203
H -2.368 -5.325 -1.866
H -0.617 -4.115 -3.171
N -1.183 -1.936 -0.819
C -0.722 -2.378 -2.014
C 0.245 -1.562 -2.736
N 0.557 -0.308 -2.291
C 1.606 0.455 -2.599
C 2.121 -1.271 -4.151
C 2.418 -0.039 -3.573
H 1.662 1.380 -2.052
H 3.275 0.552 -3.873
C 1.034 -2.052 -3.740
H 0.847 -3.060 -4.122
H 2.755 -1.671 -4.952
W -0.102 -0.346 -0.492
C 1.613 -1.399 0.196
H 2.325 -1.469 -0.633
H 1.242 -2.407 0.388
H 2.155 -1.053 1.077
C 0.539 5.567 1.130
C -0.652 5.092 1.917
C -0.178 4.356 3.132
C -1.623 6.194 2.246
O -1.345 4.138 0.941
Si -2.493 2.970 0.967
S -1.914 1.264 -0.260
O -2.648 2.479 2.545
C -3.612 2.209 3.557
C -3.679 0.696 3.740
C -3.103 2.864 4.843
C -5.007 2.740 3.236
O -3.918 3.533 0.487
C -4.522 4.565 -0.300
C -5.311 3.926 -1.431
C -5.488 5.360 0.573
C -3.463 5.478 -0.890
H 1.139 6.177 1.798
H 0.289 6.158 0.254
H 1.164 4.751 0.777
H 0.096 5.069 3.911
H -0.923 3.700 3.556
H 0.712 3.766 2.971
H -1.878 6.814 1.387
H -2.553 5.813 2.669
H -1.206 6.884 2.983
H -2.725 0.315 4.120
H -4.464 0.413 4.457
H -3.890 0.193 2.793
H -3.048 3.954 4.741
H -3.761 2.658 5.702
H -2.104 2.497 5.106
H -5.005 3.832 3.157
H -5.411 2.307 2.317
H -5.733 2.495 4.037
H -6.129 3.300 -1.061
H -5.755 4.716 -2.061
H -4.680 3.296 -2.067
H -4.981 5.854 1.413
H -5.994 6.155 -0.007
H -6.280 4.727 0.995
H -2.905 5.976 -0.094
H -2.766 4.904 -1.505
H -3.867 6.282 -1.536

Forces on atoms 1 to 3 (eV/Å):
-0.3 -2.8 2.4
3.4 1.8 -5.6
-1.2 0.2 0.5

---

2.
The following is a DFT calculation (the ωB97M-V functional and the def2-TZVPD basis) of a cluster of 5 separate species, C25H44N6O6 in total.

As for the multiplicity: 1. The total energy is -47851.779 eV. As for the structure (SMILES): CCOCc1cnc2c(OCC)cccc2n1.CNC(C)=O.CNC(C)=O.CNC(C)=O.CNC(C)=O.

Geometry (Å):
C 2.934 -1.938 -0.544
C 1.912 -2.027 -1.858
O 1.518 -0.690 -2.339
C 2.363 -0.248 -3.469
C 3.661 0.586 -2.822
C 3.295 1.783 -1.782
N 4.364 2.590 -1.102
C 5.758 2.174 -1.476
C 7.005 2.991 -0.731
O 6.829 4.045 0.283
C 6.088 5.205 -0.237
C 4.689 5.300 0.668
C 8.588 2.608 -1.105
C 8.908 1.419 -2.188
C 7.638 0.643 -2.878
C 6.034 0.990 -2.559
N 5.022 0.145 -3.281
H 4.011 -1.698 -0.962
H 2.890 -2.959 0.044
H 2.545 -1.072 0.155
H 2.403 -2.714 -2.676
H 0.928 -2.563 -1.499
H 2.730 -1.138 -4.161
H 1.700 0.508 -4.100
H 2.165 2.048 -1.534
H 6.708 6.185 0.025
H 5.889 5.190 -1.391
H 3.779 5.545 -0.025
H 4.515 4.193 1.075
H 4.795 5.988 1.609
H 9.494 3.150 -0.601
H 10.042 1.153 -2.413
H 7.895 -0.214 -3.667
C 3.261 2.711 -6.831
C 1.784 2.781 -6.563
O 1.084 1.773 -6.496
N 1.219 4.010 -6.392
C 1.860 5.303 -6.433
H 3.561 1.665 -6.944
H 3.500 3.240 -7.757
H 3.815 3.140 -5.991
H 0.222 3.974 -6.217
H 1.697 5.792 -5.470
H 1.384 5.892 -7.220
H 2.931 5.231 -6.628
C -2.383 -4.151 1.591
C -1.521 -3.974 0.372
O -0.301 -3.852 0.447
N -2.130 -3.951 -0.848
C -3.537 -4.077 -1.148
H -1.753 -4.149 2.485
H -3.096 -3.326 1.669
H -2.909 -5.108 1.542
H -1.483 -3.828 -1.618
H -3.667 -4.941 -1.804
H -3.852 -3.175 -1.678
H -4.144 -4.205 -0.252
C -6.180 -2.046 3.609
C -5.662 -2.074 2.199
O -5.276 -3.112 1.665
N -5.627 -0.901 1.504
C -6.031 0.413 1.945
H -6.145 -3.056 4.030
H -5.555 -1.395 4.225
H -7.218 -1.703 3.621
H -5.266 -1.002 0.562
H -6.815 0.770 1.272
H -5.165 1.076 1.871
H -6.403 0.412 2.970
C -7.235 -1.104 8.144
C -6.162 -1.989 7.576
O -5.167 -1.533 7.016
N -6.313 -3.339 7.694
C -7.397 -4.068 8.310
H -6.972 -0.056 7.971
H -8.189 -1.305 7.649
H -7.323 -1.264 9.221
H -5.550 -3.867 7.287
H -6.980 -4.680 9.113
H -7.839 -4.721 7.553
H -8.165 -3.408 8.715

Forces on atoms 1 to 3 (eV/Å):
-0.6 0.2 -0.9
-0.1 -1.1 1.6
1.8 -1.4 -1.7

---

3.
The following is a DFT calculation (the ωB97M-V functional and the def2-TZVPD basis) of a structure of composition C25H44O2P2Sm.

As for the multiplicity: 6. The total energy is -67206.744 eV. The energy relative to the best compared isomer or geometry (same formula, charge and spin) is 77.13 kcal per mole. The net charge is +1. Its expectation value of S² is 8.7736.

Geometry (Å):
Sm -0.303 1.564 -0.727
C 0.551 2.307 1.778
C 1.727 2.328 0.948
C 0.306 4.036 0.276
C -0.312 3.366 1.372
C 1.584 3.426 0.032
C 0.270 1.462 2.957
H 0.910 0.580 2.959
H -0.784 1.142 2.950
H 0.434 1.995 3.913
C -1.664 3.667 1.927
H -1.720 3.462 3.012
H -2.453 3.048 1.440
H -1.945 4.735 1.793
C -0.275 5.181 -0.474
H -0.537 5.974 0.242
H -1.194 4.901 -1.032
H 0.461 5.579 -1.185
C 2.647 3.954 -0.853
H 2.903 4.997 -0.583
H 2.344 3.952 -1.916
H 3.567 3.370 -0.752
C 2.889 1.419 1.059
H 3.828 1.979 1.107
H 2.987 0.746 0.196
H 2.827 0.779 1.950
C -1.312 -3.123 3.018
C -0.312 -4.007 3.244
C 0.710 -4.444 2.219
C 0.178 -4.544 0.763
C 0.709 -3.301 -0.087
C 0.911 -2.098 0.752
C -0.196 -1.404 1.386
C -1.533 -2.252 1.773
H 0.994 -5.465 2.508
H -0.933 -4.573 0.688
H 1.673 -3.877 2.286
H -1.867 -2.833 0.881
H -2.063 -2.949 3.819
H -0.192 -4.453 4.254
H -2.348 -1.487 1.935
H 0.137 -0.981 2.334
H 1.942 -1.720 0.960
H -0.643 -0.530 0.800
H 0.554 -5.498 0.309
H 1.715 -3.598 -0.514
P -0.471 -2.729 -1.519
C -2.156 -3.438 -1.549
C 0.490 -3.620 -2.805
P 1.261 -0.313 -1.467
C -0.400 -1.075 -2.091
C 2.720 -1.239 -2.077
C 1.091 1.020 -2.758
H -2.920 -2.702 -1.269
H -2.257 -4.312 -0.890
H -2.375 -3.771 -2.579
H -0.191 -4.096 -3.521
H 1.165 -4.392 -2.403
H 1.115 -2.908 -3.360
H 1.136 0.457 -3.694
H 1.926 1.728 -2.683
H 0.131 1.606 -2.854
H -1.329 -0.497 -1.818
H -0.381 -1.144 -3.203
H 3.509 -0.512 -2.342
H 2.538 -1.845 -2.991
H 3.134 -1.893 -1.294
C -4.157 2.979 -0.920
C -2.851 2.300 -0.989
O -2.498 1.438 -0.087
O -1.986 2.668 -1.899
H -4.543 3.239 -1.906
H -3.988 3.893 -0.337
H -4.884 2.349 -0.406

Forces on atoms 1 to 3 (eV/Å):
-0.5 2.8 4.1
0.3 0.6 -0.9
-1.5 0.7 -0.1

---

4.
The following is a DFT calculation (the ωB97M-V functional and the def2-TZVPD basis) of a cluster of 9 separate species, C25H45Cl16NO2P in total.

As for the multiplicity: 1. The total energy is -241884.236 eV. The net charge is +1.

Geometry (Å):
C 1.178 1.928 0.591
C 1.324 3.035 -0.455
P 3.063 3.242 -1.034
C 2.838 3.419 -2.836
O 3.598 1.588 -0.948
C 4.663 1.292 -0.210
O 5.248 1.996 0.567
C 5.093 -0.139 -0.461
C 6.438 -0.490 -0.359
C 6.794 -1.786 -0.602
N 5.859 -2.691 -0.941
C 4.560 -2.386 -1.055
C 4.149 -1.100 -0.808
H 1.591 0.979 0.260
H 0.122 1.757 0.797
H 1.638 2.222 1.538
H 1.030 4.005 -0.053
H 0.717 2.773 -1.324
H 2.896 2.440 -3.322
H 1.838 3.810 -3.020
H 3.606 4.055 -3.265
H 7.181 0.251 -0.102
H 7.816 -2.123 -0.526
H 6.139 -3.643 -1.138
H 3.859 -3.163 -1.353
H 3.109 -0.825 -0.902
Cl -2.260 2.356 0.232
C -3.755 1.388 0.037
C -3.603 -0.007 0.566
Cl -2.485 -1.008 -0.418
H -4.017 1.396 -1.018
H -4.551 1.882 0.594
H -4.573 -0.493 0.541
H -3.235 -0.008 1.587
Cl -5.183 -0.948 3.334
C -4.469 -2.546 2.987
C -4.428 -3.428 4.207
Cl -3.267 -2.834 5.422
H -3.474 -2.385 2.579
H -5.088 -3.007 2.218
H -4.108 -4.428 3.920
H -5.403 -3.495 4.681
Cl -5.654 -0.096 -2.797
C -6.895 0.116 -4.060
C -7.137 1.569 -4.375
Cl -7.916 2.434 -3.025
H -7.802 -0.374 -3.717
H -6.536 -0.396 -4.950
H -7.804 1.649 -5.232
H -6.209 2.084 -4.605
Cl -6.745 2.731 0.831
C -8.276 1.809 0.764
C -8.129 0.408 1.297
Cl -7.157 -0.629 0.215
H -8.624 1.809 -0.266
H -8.989 2.359 1.376
H -9.107 -0.062 1.375
H -7.662 0.404 2.279
Cl 0.757 -6.265 0.716
C 2.164 -7.116 0.041
C 3.281 -6.162 -0.291
Cl 2.850 -5.094 -1.668
H 1.839 -7.668 -0.837
H 2.509 -7.825 0.792
H 4.171 -6.716 -0.584
H 3.524 -5.528 0.558
Cl 5.913 2.258 5.210
C 6.921 2.553 3.769
C 8.306 1.979 3.917
Cl 9.272 2.842 5.137
H 6.953 3.625 3.597
H 6.413 2.084 2.928
H 8.837 2.068 2.970
H 8.270 0.930 4.202
Cl -0.522 -3.075 -3.616
C 0.428 -2.806 -5.097
C 1.858 -3.247 -4.928
Cl 2.736 -2.196 -3.773
H 0.364 -1.751 -5.351
H -0.036 -3.387 -5.892
H 2.387 -3.187 -5.876
H 1.917 -4.267 -4.557
Cl 0.412 6.429 1.643
C 0.376 5.076 2.805
C -1.009 4.510 2.980
Cl -2.100 5.638 3.821
H 0.785 5.432 3.747
H 1.036 4.305 2.409
H -0.957 3.606 3.586
H -1.461 4.260 2.024

Forces on atoms 1 to 3 (eV/Å):
-0.3 0.4 0.4
0.3 -1.0 -0.5
0.3 1.0 0.7

---

5.
The following is a DFT calculation (the ωB97M-V functional and the def2-TZVPD basis) of a structure of composition C25H45F3O3P2ReS.

As for the multiplicity: 4. The total energy is -72467.649 eV. The energy relative to the best compared isomer or geometry (same formula, charge and spin) is 174.58 kcal per mole. The net charge is +2. Its expectation value of S² is 3.8028.

Geometry (Å):
Re 0.111 0.445 0.227
C -0.292 0.114 2.449
C 0.581 -0.957 1.980
C 1.779 1.028 1.612
C 0.486 1.338 2.284
C 1.856 -0.417 1.454
C -1.521 -0.055 3.362
H -2.107 -0.931 3.086
H -2.183 0.805 3.321
H -1.209 -0.179 4.399
C 0.161 2.702 2.921
H -0.827 2.726 3.372
H 0.233 3.522 2.211
H 0.873 2.912 3.718
C 2.941 2.022 1.438
H 3.612 1.982 2.295
H 2.580 3.046 1.349
H 3.523 1.804 0.546
C 3.256 -1.086 1.454
H 3.634 -1.100 2.477
H 3.977 -0.505 0.881
H 3.325 -2.109 1.102
C 0.474 -2.300 2.740
H 0.711 -2.118 3.788
H 1.196 -3.051 2.430
H -0.530 -2.713 2.741
C -1.478 -2.508 -1.499
C -1.655 -2.917 -0.227
C -1.801 -4.374 0.158
C -0.445 -5.093 0.084
C 0.705 -4.182 -0.379
C 0.848 -3.845 -1.651
C -0.142 -4.256 -2.743
C -1.451 -3.457 -2.685
H -2.520 -4.858 -0.503
H -0.536 -5.926 -0.612
H -2.246 -4.447 1.151
H -2.304 -4.134 -2.635
H -1.298 -1.514 -1.838
H -1.689 -2.302 0.634
H -1.604 -2.888 -3.602
H 0.329 -4.216 -3.724
H 1.780 -3.510 -2.032
H -0.371 -5.315 -2.642
H -0.202 -5.616 1.005
H 1.541 -4.097 0.263
P -2.083 1.347 -0.022
C -2.525 2.861 1.040
H -3.486 3.275 0.735
H -1.797 3.663 0.954
H -2.621 2.584 2.085
C -2.703 2.077 -1.658
H -3.653 2.593 -1.525
H -2.851 1.292 -2.398
H -1.980 2.790 -2.054
C -3.722 0.488 0.429
H -3.953 -0.310 -0.277
H -4.554 1.191 0.395
H -3.678 0.068 1.433
P 1.340 0.453 -1.758
C 3.164 -0.138 -1.803
H 3.469 -0.358 -2.826
H 3.344 -1.024 -1.202
H 3.850 0.605 -1.399
C 0.707 0.240 -3.544
H 0.757 -0.790 -3.863
H 1.294 0.778 -4.287
H -0.320 0.594 -3.627
C 2.128 2.098 -2.392
H 2.838 1.944 -3.205
H 2.669 2.610 -1.596
H 1.367 2.774 -2.784
F 0.398 6.673 -0.056
C -0.345 5.578 0.352
F -0.515 5.666 1.720
F -1.586 5.655 -0.264
S 0.562 4.024 -0.112
O 0.234 4.470 -1.546
O 2.027 4.356 -0.415
O 0.124 2.401 -0.689

Forces on atoms 1 to 3 (eV/Å):
-0.4 2.1 -0.8
1.7 0.7 0.7
1.0 -0.6 1.6

---

6.
The following is a DFT calculation (the ωB97M-V functional and the def2-TZVPD basis) of a structure of composition C25H45IrNP2S.

As for the multiplicity: 6. The total energy is -60375.421 eV. The energy relative to the best compared isomer or geometry (same formula, charge and spin) is 45.65 kcal per mole. The net charge is +2. Its expectation value of S² is 8.7963.

Geometry (Å):
Ir -0.078 -0.001 0.060
C 1.879 0.552 1.899
C 1.133 1.753 2.115
C -0.377 -0.042 2.134
C 0.956 -0.569 1.956
C -0.224 1.417 2.352
C 3.333 0.365 1.690
H 3.762 0.952 0.872
H 3.554 -0.680 1.454
H 3.905 0.598 2.595
C 1.381 -1.908 2.480
H 2.385 -2.150 2.144
H 0.692 -2.707 2.170
H 1.415 -1.852 3.588
C -1.427 -0.865 2.824
H -1.249 -0.782 3.914
H -1.344 -1.927 2.544
H -2.445 -0.530 2.620
C -1.352 2.283 2.766
H -1.088 2.930 3.613
H -2.219 1.684 3.076
H -1.726 2.950 1.976
C 1.717 3.109 2.074
H 2.223 3.355 3.030
H 0.943 3.878 1.875
H 2.490 3.176 1.274
C 0.256 0.462 -2.066
C 1.158 1.117 -1.265
C 1.502 2.582 -1.502
C 0.454 3.629 -1.048
C -0.918 3.120 -0.677
C -1.689 2.495 -1.587
C -1.269 2.348 -3.029
C -0.273 1.179 -3.311
H 1.709 2.736 -2.577
H 0.374 4.388 -1.858
H 2.483 2.800 -1.044
H 0.610 1.587 -3.851
H -0.027 -0.622 -2.036
H 1.865 0.620 -0.558
H -0.709 0.478 -4.051
H -2.177 2.211 -3.652
H -2.730 2.189 -1.414
H -0.782 3.279 -3.390
H 0.881 4.191 -0.201
H -1.306 3.508 0.264
P 1.494 -2.088 -0.926
C 2.284 -3.505 -0.042
H 2.724 -4.145 -0.830
H 1.502 -4.065 0.505
H 3.084 -3.141 0.631
C 0.842 -2.968 -2.432
H 1.722 -3.447 -2.900
H 0.375 -2.253 -3.130
H 0.119 -3.736 -2.104
C 3.029 -1.324 -1.602
H 2.771 -0.475 -2.245
H 3.563 -2.090 -2.178
H 3.645 -0.981 -0.762
P -2.316 -0.946 -0.351
C -3.196 0.567 0.256
H -3.972 0.787 -0.493
H -2.489 1.416 0.353
H -3.659 0.389 1.237
C -2.654 -1.039 -2.169
H -2.305 -0.135 -2.693
H -3.748 -1.142 -2.283
H -2.161 -1.933 -2.584
C -3.481 -2.231 0.311
H -4.508 -1.866 0.160
H -3.302 -2.398 1.381
H -3.350 -3.185 -0.229
S -1.097 -3.983 0.219
C -1.246 -4.501 1.763
N -1.325 -4.866 2.896

Forces on atoms 1 to 3 (eV/Å):
-1.0 -1.4 -0.2
-0.7 0.3 0.3
0.3 -0.7 -0.2

---

Please write out number 1 again, unchanged.
The following is a DFT calculation (the ωB97M-V functional and the def2-TZVPD basis) of a structure of composition C25H44N2O3SSiW.

As for the multiplicity: 3. The total energy is -56286.054 eV. The energy relative to the best compared isomer or geometry (same formula, charge and spin) is 0.00 kcal per mole. The net charge is +2. Its expectation value of S² is 2.0311.

Geometry (Å):
C 0.291 0.989 2.577
C 0.994 1.764 1.640
H -0.656 1.415 2.755
H 0.891 0.944 3.534
H 0.168 -0.032 2.193
H 1.490 1.346 0.562
H 0.457 2.651 1.240
H 2.036 1.825 1.944
C -2.062 -2.529 0.035
C -2.540 -3.745 -0.396
C -2.039 -4.324 -1.555
C -1.097 -3.658 -2.323
H -2.326 -1.938 0.925
H -3.291 -4.209 0.203
H -2.368 -5.325 -1.866
H -0.617 -4.115 -3.171
N -1.183 -1.936 -0.819
C -0.722 -2.378 -2.014
C 0.245 -1.562 -2.736
N 0.557 -0.308 -2.291
C 1.606 0.455 -2.599
C 2.121 -1.271 -4.151
C 2.418 -0.039 -3.573
H 1.662 1.380 -2.052
H 3.275 0.552 -3.873
C 1.034 -2.052 -3.740
H 0.847 -3.060 -4.122
H 2.755 -1.671 -4.952
W -0.102 -0.346 -0.492
C 1.613 -1.399 0.196
H 2.325 -1.469 -0.633
H 1.242 -2.407 0.388
H 2.155 -1.053 1.077
C 0.539 5.567 1.130
C -0.652 5.092 1.917
C -0.178 4.356 3.132
C -1.623 6.194 2.246
O -1.345 4.138 0.941
Si -2.493 2.970 0.967
S -1.914 1.264 -0.260
O -2.648 2.479 2.545
C -3.612 2.209 3.557
C -3.679 0.696 3.740
C -3.103 2.864 4.843
C -5.007 2.740 3.236
O -3.918 3.533 0.487
C -4.522 4.565 -0.300
C -5.311 3.926 -1.431
C -5.488 5.360 0.573
C -3.463 5.478 -0.890
H 1.139 6.177 1.798
H 0.289 6.158 0.254
H 1.164 4.751 0.777
H 0.096 5.069 3.911
H -0.923 3.700 3.556
H 0.712 3.766 2.971
H -1.878 6.814 1.387
H -2.553 5.813 2.669
H -1.206 6.884 2.983
H -2.725 0.315 4.120
H -4.464 0.413 4.457
H -3.890 0.193 2.793
H -3.048 3.954 4.741
H -3.761 2.658 5.702
H -2.104 2.497 5.106
H -5.005 3.832 3.157
H -5.411 2.307 2.317
H -5.733 2.495 4.037
H -6.129 3.300 -1.061
H -5.755 4.716 -2.061
H -4.680 3.296 -2.067
H -4.981 5.854 1.413
H -5.994 6.155 -0.007
H -6.280 4.727 0.995
H -2.905 5.976 -0.094
H -2.766 4.904 -1.505
H -3.867 6.282 -1.536

Forces on atoms 1 to 3 (eV/Å):
-0.3 -2.8 2.4
3.4 1.8 -5.6
-1.2 0.2 0.5

---

Which formula does entry 3 have?
C25H44O2P2Sm